[1]
Below is a 2-piece molecular cluster, C7H14NS3 overall in a non-equilibrium geometry, with properties calculated with the ωB97M-V functional and the def2-TZVPD basis.

Values from the calculation:
HOMO-LUMO gap (alpha / beta) ... 6.67 / 7.20 eV
HOMO (alpha / beta) ... -11.59 / -11.83 eV
Net charge ... +1
Multiplicity ... 1
LUMO level (alpha / beta) ... -0.181 / -0.170 hartree

XYZ file:
```
25
Properties=species:S:1:pos:R:3:nbo_charge:R:1
H -1.65094 -0.00238 0.16780 0.2478
C -0.70650 0.41177 0.21203 -0.0989
C 0.26557 -1.10889 -1.65442 -0.3959
H -0.59342 -1.79578 -1.63505 0.2275
H 1.80983 0.97510 2.44155 0.2709
H 0.17874 -1.51408 0.51310 0.2583
H -0.22018 1.98941 1.36555 0.4656
S 1.84225 -0.11559 0.40391 0.4439
C 1.10952 0.37363 1.82113 -0.2640
C 0.26015 0.06576 -2.53502 -0.4078
H -1.74010 0.19911 -2.21072 0.2000
H 1.15982 0.63965 -2.21404 0.1942
H 0.20427 2.01851 -0.95378 0.2273
H -0.97405 0.63093 2.35423 0.4908
C -0.70432 1.47123 -0.79789 -0.4577
H -1.08230 1.61543 -2.89445 0.2265
H 0.84811 -3.42784 4.56130 0.1360
S 0.86159 -2.15057 4.82538 0.0208
H 1.19955 -1.70391 -1.73136 0.2361
C -0.95177 0.88581 -2.22891 -0.3609
H -1.49819 2.16745 -0.74043 0.2401
S -0.01210 -1.55451 3.09881 -0.2097
H 0.40410 -0.28741 -3.53688 0.2421
N -0.24751 0.87590 1.55334 -0.5940
C 0.23788 -0.65871 -0.18519 -0.3388
```



[2]
Below is one molecule with the formula C6H9N, with properties calculated with the ωB97M-V functional and the def2-TZVPD basis.

Values from the calculation:
HOMO-LUMO gap ... 7.64 eV
HOMO ... -6.76 eV
Multiplicity ... 1
LUMO level ... 0.032 hartree

XYZ file:
```
16
Properties=species:S:1:pos:R:3:nbo_charge:R:1
H -0.57895 -1.93869 -0.30297 0.2361
H 3.37915 1.14244 1.02405 0.2402
H 3.99118 -0.42252 0.46673 0.2368
H -2.23080 1.65192 0.84513 0.1912
N -1.64017 -0.12903 0.05114 -0.2447
C -2.84590 -0.45052 -0.43110 -0.3715
C 0.83427 -0.36393 -0.22756 -0.0638
H 3.77521 0.90616 -0.68572 0.2366
H -2.92983 -0.77606 -1.45968 0.1763
H -0.66749 -0.78043 -1.62535 0.2347
C -1.48487 0.87454 0.91543 -0.3378
C -0.49768 -0.87458 -0.54662 -0.2835
H -0.72307 0.87629 1.68038 0.1943
C 3.34912 0.42319 0.19983 -0.6856
H -3.70370 -0.12212 0.13885 0.1937
C 1.97353 -0.01668 -0.04254 0.0471
```



[3]
Below is a 2-piece molecular cluster, C3H2BrNO2 overall in a non-equilibrium geometry, with properties calculated with the ωB97M-V functional and the def2-TZVPD basis.

Values from the calculation:
HOMO-LUMO gap ... 8.80 eV
HOMO ... -8.89 eV
Multiplicity ... 1
SMILES string ... O=C=CBr.N=C=O
LUMO level ... -0.003 hartree

XYZ file:
```
9
Properties=species:S:1:pos:R:3:nbo_charge:R:1
C -0.15333 -1.69407 -0.02953 0.8193
C 0.60057 0.88924 0.16057 -0.4928
H -0.08287 -0.01237 0.12380 0.2522
O 1.00375 -1.65714 0.06171 -0.4838
N -1.29990 -1.51885 -0.30789 -0.7533
H -2.16144 -1.82286 0.15689 0.4400
O -0.53206 2.93444 -0.30673 -0.4653
C 0.11668 2.08060 0.30095 0.5902
Br 2.50859 0.80102 -0.15977 0.0935
```



[4]
Below is C46H40FMnN2Sb as an isolated structure, with properties calculated with the ωB97M-V functional and the def2-TZVPD basis.

Values from the calculation:
HOMO-LUMO gap (alpha / beta) ... 6.90 / 6.34 eV
HOMO (alpha / beta) ... -7.29 / -6.69 eV
Multiplicity ... 2
LUMO level (alpha / beta) ... -0.015 / -0.013 hartree

XYZ file:
```
91
Properties=species:S:1:pos:R:3:mulliken_charge:R:1
C 3.46664 2.89026 1.53285 0.0165
H 1.12968 -6.62570 -0.37904 0.3873
C -1.98766 -3.70822 0.19986 -0.5143
C -3.46514 3.37302 0.16589 -1.0077
H 5.41691 0.93768 -2.85715 0.5211
C 4.27402 -3.39294 -4.74731 -0.8975
H -2.72888 -4.28400 -0.33872 0.4572
C 5.48283 4.50404 2.47907 -0.4099
C 3.03152 -1.83157 -6.06892 -0.9022
H 1.53500 0.58207 -4.52653 0.2478
C -3.63239 0.71188 -3.09419 -0.9077
C -2.70965 2.19994 0.21488 0.7257
H -2.86671 4.65919 3.23794 0.4007
C 4.90038 -1.25023 1.29196 -1.1652
C 4.17955 4.70920 2.91347 -0.5546
H -0.09984 -2.90130 -3.32331 0.3198
C -2.40597 0.24162 -3.53300 -0.6264
C -0.08948 -2.28561 1.61557 -0.0651
H 4.98484 1.87683 0.39727 0.5882
H 6.91052 -0.49267 1.22257 0.4210
C 1.14454 -3.50549 -1.66725 1.0609
H 6.70620 0.27360 -1.11236 0.4200
H -0.08104 -3.97365 2.98523 0.4338
H -3.98147 3.61746 -0.75255 0.5021
C 0.85740 -5.79994 -1.02602 -0.7115
H -4.12052 5.15568 1.15035 0.3866
C 2.53828 -4.47181 0.23636 -1.3290
H -0.38767 -0.15122 -3.02471 -0.7464
C 3.58644 -2.95623 -3.62754 -0.3991
H 2.90171 -1.92756 1.06153 0.2593
H 3.95713 5.49976 3.61668 0.4020
C 3.15890 3.90235 2.44340 -0.6616
C -0.10462 -5.98979 -2.00106 -0.7821
H 4.94711 -1.54893 2.33138 0.4631
H -1.79615 -0.08392 1.44805 0.4269
C -1.36719 0.70725 -1.34011 0.0482
H 6.79724 3.34048 1.24299 0.4208
Mn 0.06342 0.12452 -0.02871 -0.1172
H -0.77096 0.74512 2.40833 0.1967
H 3.68956 0.61915 -2.97136 0.1918
C 4.77239 2.67661 1.09293 -0.2279
C 5.87425 -0.23555 -0.63825 -0.8782
Sb 1.74207 -1.43572 -1.79171 1.5480
C 0.18332 -3.71395 -2.65865 -1.0431
H 2.70055 -5.44504 0.69857 0.4899
H 4.51951 -3.14963 -6.86737 0.3896
C -2.59807 1.32781 -0.98745 1.2483
C 2.33425 -1.38372 -4.94622 0.7569
C 4.70796 -0.43425 -1.37922 1.0117
C -2.07427 2.82191 2.47318 -0.7695
C -1.55938 -2.46502 -0.24110 0.1604
H 5.01745 -4.17466 -4.65800 0.4521
C -2.82733 3.98130 2.39583 -0.6427
C 4.65889 0.15969 -2.76362 -1.7071
C 5.98917 -0.65443 0.67764 -0.5639
H 2.21946 -3.78828 1.02203 0.1213
H -1.53263 2.58078 3.38171 0.3948
H -1.99173 -2.06865 -1.15516 0.3101
C 3.74533 -1.47189 0.55780 -0.3948
H -0.58018 -6.95566 -2.11257 0.3906
C -1.32376 0.24705 -2.66452 1.1057
N 1.58716 1.37579 0.63073 -0.8852
C -0.44540 -4.93335 -2.83101 -0.9427
C 1.49265 -4.57067 -0.83735 0.9936
C 1.30466 -0.30476 -5.12312 -1.1543
C 3.63926 -1.12752 -0.78706 0.4500
C 5.77951 3.49376 1.57486 -0.5699
C -1.42642 -4.22791 1.35049 0.2590
C -0.48709 -3.53664 2.08181 -0.6096
H 2.13768 4.05170 2.76543 0.5655
F -1.81899 -5.45540 1.77750 -0.4298
H 2.80556 -1.39228 -7.03359 0.3843
C -0.58011 -1.71443 0.43187 -0.2275
C 2.42626 2.05010 1.03441 0.5883
H 0.65180 -1.74773 2.21116 0.1960
H 1.24166 0.00347 -6.16557 0.4744
C -3.53128 4.25213 1.23349 -0.7642
H -4.65389 1.68476 -1.49178 0.5629
H 4.83762 -0.58068 -3.54187 0.2931
H 3.81028 -3.41152 -2.66858 0.2511
H 6.27444 5.14081 2.85060 0.3916
N -1.22595 0.76094 1.49824 -0.0793
C 2.62581 -1.94966 -3.70477 0.4095
H -2.29803 -0.14580 -4.54023 0.3981
H -1.19105 -5.05379 -3.60620 0.4329
H 0.31444 -0.64765 -4.82096 0.0975
C 3.99549 -2.82112 -5.97900 -0.7015
H 3.49378 -4.11942 -0.15514 0.2089
C -2.01713 1.94414 1.39864 0.2785
H -4.50883 0.66645 -3.72771 0.3811
C -3.71046 1.27461 -1.83161 -0.9047
```



Result set for energy above the lowest of the compared OMol25 structures with the same formula, charge and spin: 43.4, 107.3, 60.5, 11.8 kcal per mole, one per record in the order listed.